CH4N4O3 | ωB97M-V/def2-TZVPD

The geometry in XYZ format:
```
12
CH4N4O3, DFT ωB97M-V/def2-TZVPD
N -0.4544 1.1934 -0.8835
N 0.3728 0.2801 -0.2395
N -0.2177 -0.9119 0.4364
C -1.3448 -0.7996 1.1244
O -1.8499 0.2417 1.4737
N 1.6158 0.0466 -0.6453
O 2.1247 0.8310 -1.3986
O 2.1025 -1.0003 -0.1779
H -1.1432 1.5844 -0.1178
H 0.0731 1.9084 -1.3530
H 0.5793 -1.5790 0.2771
H -1.8581 -1.7949 1.5040
```

Relative energy (zero: lowest compared OMol25 entry of this formula, charge and spin) ... 32.78 kcal/mol
HOMO-LUMO gap ... 9.8 eV
Net charge ... 0
LUMO level ... 0.37 eV

Want to see where the charge sits? The Mulliken charges in e are:
1. N -0.626
2. N 0.214
3. N -0.086
4. C 0.151
5. O -0.549
6. N 1.115
7. O -0.678
8. O -0.753
9. H 0.303
10. H 0.303
11. H 0.304
12. H 0.302